The following is a quantum chemistry calculation of a structure of composition C64H154AsF6N8O5 at a distorted geometry, from the OMol25 dataset.

CARTESIAN COORDINATES (ANGSTROEM)
As  -0.32842  0.68242  0.26971
F  0.29834  -0.82780  1.00545
F  0.92400  1.62333  1.18371
F  -0.93215  2.17825  -0.42853
F  -1.53111  -0.23586  -0.69605
F  -1.48839  0.69110  1.71611
F  0.89294  0.58921  -1.10718
C  0.33511  8.13808  1.58176
C  0.54569  6.93820  0.63300
N  1.91499  6.21006  0.75358
C  1.83437  4.88970  -0.11622
C  3.09034  7.20899  0.30349
C  3.05981  7.63835  -1.18038
C  2.21450  5.77701  2.18263
C  1.29351  4.67995  2.81522
O  0.02246  5.24424  2.91897
C  -1.02995  4.26053  3.14007
H  0.87189  9.06893  1.39875
H  0.52166  7.98797  2.64514
H  -0.70691  8.45791  1.58260
H  0.24892  6.99617  -0.41423
H  -0.20394  6.18888  0.88733
H  1.82660  5.28577  -1.13168
H  0.84962  4.48361  0.11502
H  2.63965  4.16372  -0.00408
H  4.06065  6.74324  0.47577
H  3.01730  8.06344  0.97630
H  3.72251  8.44323  -1.49833
H  2.07980  8.04978  -1.42206
H  3.39921  6.82788  -1.82540
H  2.29227  6.60282  2.88980
H  3.25445  5.45064  2.19179
H  1.78186  4.48119  3.76922
H  1.44017  3.75479  2.25784
H  -1.97224  4.64659  3.52885
H  -0.69059  3.41200  3.73416
H  -1.34373  3.88824  2.16485
C  3.69332  -1.59227  0.76826
C  3.24391  -2.24140  2.13648
N  2.81145  -3.75205  2.15971
C  2.12129  -4.12184  0.77049
C  4.12192  -4.56935  2.29280
C  3.98150  -6.09523  2.29190
C  1.75761  -4.23562  3.19538
C  2.10487  -3.93117  4.63126
O  3.07618  -4.78485  5.12822
C  3.73010  -4.36496  6.29797
H  4.77697  -1.64928  0.66548
H  3.55599  -0.51188  0.81308
H  3.15212  -1.98184  -0.09396
H  2.35142  -1.67681  2.40628
H  4.04873  -2.06965  2.85124
H  1.61956  -5.08947  0.76293
H  2.76955  -4.05693  -0.10338
H  1.25044  -3.46781  0.72617
H  4.64096  -4.21155  3.18200
H  4.77571  -4.32194  1.45647
H  3.36791  -6.48758  3.10287
H  4.98295  -6.41838  2.57611
H  3.64021  -6.65954  1.42404
H  1.54732  -5.29809  3.07277
H  0.87162  -3.62244  3.03066
H  1.19637  -3.96650  5.23250
H  2.39699  -2.88183  4.59060
H  3.10935  -3.77930  6.97604
H  4.54291  -3.70084  6.00407
H  4.12189  -5.23245  6.82907
C  3.73437  3.03842  -4.05173
C  2.31968  3.65859  -4.32650
N  1.41063  2.54470  -5.00631
C  1.46134  1.28894  -4.18709
C  -0.10817  3.01210  -4.87789
C  -0.57262  3.25191  -3.44988
C  1.83058  2.23275  -6.49767
C  2.07206  3.48124  -7.47968
O  0.90137  4.24517  -7.60654
C  0.95426  5.35677  -8.51154
H  4.46175  3.62281  -3.48825
H  4.27189  2.82777  -4.97629
H  3.86368  2.19089  -3.37862
H  2.46226  4.44755  -5.06495
H  1.83726  3.95041  -3.39365
H  0.69662  0.66702  -4.65239
H  1.21472  1.42646  -3.13430
H  2.41102  0.76252  -4.28250
H  -0.72693  2.27555  -5.39046
H  -0.23696  3.96561  -5.39007
H  -0.79171  2.39728  -2.80979
H  -1.49171  3.83383  -3.51885
H  -0.03386  4.03034  -2.90962
H  1.09746  1.46476  -6.74430
H  2.81716  1.81079  -6.30609
H  2.61267  3.19742  -8.38262
H  2.85191  4.02686  -6.94843
H  1.64568  6.17607  -8.31462
H  -0.05000  5.78050  -8.50686
H  0.97039  4.99388  -9.53923
C  -3.28245  -2.83171  1.07604
C  -4.64681  -2.76679  0.37960
N  -5.39981  -4.14345  0.19878
C  -4.48519  -5.00450  -0.68191
C  -5.74741  -4.84617  1.53930
C  -6.32011  -6.21397  1.32786
C  -6.76969  -3.97647  -0.67463
C  -7.92915  -3.21033  -0.05686
O  -8.65150  -4.14738  0.76471
C  -9.54565  -5.02433  0.05360
H  -2.94550  -1.81100  1.25688
H  -2.47200  -3.37911  0.59478
H  -3.40063  -3.17410  2.10410
H  -4.63618  -2.41122  -0.65072
H  -5.38297  -2.14933  0.89431
H  -5.15379  -5.78011  -1.05541
H  -3.74109  -5.37285  0.02430
H  -4.09864  -4.37613  -1.48430
H  -6.43181  -4.22320  2.11516
H  -4.89800  -4.85839  2.22228
H  -6.97753  -6.47310  2.15777
H  -5.53654  -6.95655  1.17720
H  -6.93649  -6.26854  0.43053
H  -7.01288  -4.92727  -1.14890
H  -6.37342  -3.40976  -1.51718
H  -8.49855  -2.70197  -0.83497
H  -7.48124  -2.38311  0.49377
H  -10.06221  -5.61661  0.80890
H  -9.03233  -5.69537  -0.63510
H  -10.40370  -4.54117  -0.41373
C  7.07678  1.46771  6.46380
C  5.92277  1.94396  5.55974
N  6.20726  3.09561  4.50171
C  7.35606  2.63858  3.62079
C  4.92024  3.35790  3.67113
C  4.36855  2.07431  2.93142
C  6.66866  4.39592  5.34483
C  6.68545  5.64497  4.52197
O  5.36115  6.22177  4.32755
C  5.39765  7.18077  3.32354
H  6.98073  1.90021  7.45970
H  8.06195  1.75516  6.09648
H  7.16288  0.40548  6.69263
H  4.97337  2.17999  6.04040
H  5.77438  1.14567  4.83255
H  8.33995  2.60070  4.08834
H  7.35698  3.39335  2.83439
H  7.18678  1.67990  3.13051
H  5.21828  4.05004  2.88360
H  4.25724  3.87158  4.36731
H  3.48251  2.23280  2.31667
H  4.13717  1.22203  3.57031
H  5.04926  1.74534  2.14624
H  7.55140  4.03326  5.87148
H  5.87677  4.50917  6.08523
H  7.05621  5.34977  3.54039
H  7.31618  6.40001  4.99121
H  5.96548  8.08794  3.53019
H  4.43804  7.64909  3.10461
H  5.79111  6.74754  2.40398
C  2.01941  -7.79991  -4.31895
C  1.29949  -6.45803  -4.62362
C  0.40560  -6.18974  -3.35372
N  -0.11065  -4.73154  -3.26465
C  -0.92941  -4.46781  -4.57515
C  1.03067  -3.72444  -3.09164
C  0.46870  -2.49592  -2.29299
C  -0.96676  -2.85085  -2.01318
C  -0.95531  -4.32613  -2.04759
H  1.32139  -8.60316  -4.55490
H  2.40838  -7.90762  -3.30643
H  2.76459  -7.94589  -5.10093
H  0.71947  -6.62415  -5.53141
H  1.93632  -5.64440  -4.97082
H  1.02747  -6.18786  -2.45852
H  -0.52540  -6.72460  -3.16595
H  -1.74614  -5.17545  -4.71763
H  -0.29078  -4.52256  -5.45677
H  -1.44127  -3.50576  -4.55190
H  1.39941  -3.57012  -4.10570
H  1.88137  -4.19381  -2.59758
H  0.65755  -1.57173  -2.83917
H  1.18621  -2.47019  -1.47285
H  -1.64676  -2.48340  -2.78173
H  -1.27610  -2.38262  -1.07874
H  -1.90892  -4.85281  -2.08400
H  -0.38857  -4.71823  -1.20309
C  2.22207  -0.20222  5.37563
C  0.74773  -0.45554  5.77100
C  -0.33544  0.41680  4.98750
N  -1.76602  -0.19037  5.15203
C  -1.94047  -1.49876  4.31825
C  -2.21433  -0.43245  6.60717
C  -2.45579  0.87643  7.23451
C  -3.01868  1.72096  6.05169
C  -2.84130  0.85460  4.75625
H  2.84530  -0.96697  5.83914
H  2.51700  0.74564  5.82583
H  2.40612  -0.08472  4.30773
H  0.69526  -0.20580  6.83070
H  0.52235  -1.51876  5.68804
H  -0.21759  0.43012  3.90397
H  -0.37482  1.44884  5.33600
H  -1.76501  -1.29331  3.26227
H  -2.99590  -1.74385  4.43698
H  -1.23410  -2.18376  4.78720
H  -3.16793  -0.95690  6.66804
H  -1.48679  -1.07293  7.10574
H  -3.26301  0.70192  7.94587
H  -1.57575  1.28389  7.73210
H  -4.08446  1.94679  6.01694
H  -2.43943  2.59862  5.76483
H  -3.72342  0.40066  4.30470
H  -2.42189  1.39690  3.90884
C  -3.68554  0.90777  -3.24696
C  -4.23065  0.61905  -4.70514
C  -4.72831  -0.79641  -4.94776
N  -5.47734  -0.96717  -6.32308
C  -4.64991  -0.55858  -7.55420
C  -6.84513  -0.14912  -6.35586
C  -7.93153  -1.15426  -6.88434
C  -7.24137  -2.40767  -7.24622
C  -6.03503  -2.41576  -6.32953
H  -3.13310  1.84737  -3.23868
H  -3.17490  0.09284  -2.73391
H  -4.54970  1.07867  -2.60500
H  -3.48388  0.91675  -5.44122
H  -5.01182  1.36074  -4.87183
H  -5.40517  -1.10835  -4.15237
H  -3.78907  -1.34011  -4.84620
H  -3.72844  -1.13822  -7.49939
H  -4.43910  0.49670  -7.38086
H  -5.25645  -0.66785  -8.45323
H  -6.73862  0.78376  -6.90947
H  -7.07289  0.04422  -5.30760
H  -8.49760  -0.81921  -7.75348
H  -8.75403  -1.18951  -6.16995
H  -6.87036  -2.37056  -8.27046
H  -7.85427  -3.30816  -7.20639
H  -5.35224  -3.17089  -6.71898
H  -6.17740  -2.64739  -5.27398

* expectation value of S²: 0.75
* 2S+1: 2
* DFT total energy: -168102.1908 eV
* LUMO level (spin up / spin down): -10.27 / -10.29 eV
* E_HOMO (spin up / spin down): -13.64 / -19.40 eV
* charge: +6
* relative energy (zero: lowest compared OMol25 entry of this formula, charge and spin): 1.663 eV
* orbital gap (spin up / spin down): 3.377 / 9.115 eV